# 1
Here is a structure of composition C34H50AuBIN6O2 from the OMol25 dataset. Energies are from the ωB97M-V functional and the def2-TZVPD basis.

```
95
C34H50AuBIN6O2 (the ωB97M-V functional and the def2-TZVPD basis)
Au 0.687 0.799 -1.616
C -5.032 -0.142 -1.282
C -3.787 -0.284 -2.169
C -3.121 1.067 -2.420
C -2.847 -1.266 -1.543
C -2.812 -2.649 -1.577
C -1.700 -3.052 -0.850
C -1.293 -4.466 -0.579
C -2.361 -5.149 0.286
C 0.080 -4.577 0.047
N -1.081 -1.939 -0.383
N -1.821 -0.870 -0.790
B 0.135 -1.496 0.400
N -0.021 -0.658 1.518
N 0.925 0.379 1.516
C 0.534 1.234 2.412
C -0.658 0.778 3.065
C -0.995 -0.400 2.485
C -2.127 -1.300 2.899
C -3.306 -1.364 1.926
C -1.621 -2.698 3.259
C 1.267 2.525 2.605
C 0.406 3.682 2.091
C 1.658 2.723 4.069
N 1.436 -1.648 -0.255
N 1.412 -1.177 -1.562
C 2.630 -1.379 -2.064
C 3.440 -1.983 -1.093
C 2.684 -2.096 0.053
C 3.212 -2.517 1.404
C 3.682 -1.274 2.179
C 2.319 -3.384 2.289
C 3.029 -0.959 -3.447
C 1.857 -0.896 -4.420
C 3.794 0.369 -3.394
H -5.747 0.526 -1.760
H -4.762 0.284 -0.314
H -5.520 -1.102 -1.112
H -4.091 -0.716 -3.125
H -2.842 1.560 -1.484
H -3.818 1.728 -2.932
H -2.227 0.979 -3.039
H -3.514 -3.298 -2.073
H -1.275 -4.959 -1.556
H -2.395 -4.704 1.283
H -2.127 -6.207 0.395
H -3.353 -5.065 -0.156
H 0.110 -4.044 0.998
H 0.871 -4.192 -0.599
H 0.305 -5.619 0.276
H -1.303 0.022 -0.930
H -1.191 1.261 3.868
H -2.505 -0.828 3.809
H -3.071 -1.930 1.021
H -3.637 -0.367 1.639
H -4.142 -1.870 2.410
H -1.210 -3.202 2.380
H -2.440 -3.314 3.633
H -0.843 -2.659 4.021
H 2.170 2.464 1.994
H -0.500 3.789 2.694
H 0.112 3.526 1.053
H 0.959 4.620 2.151
H 0.774 2.794 4.706
H 2.221 3.649 4.183
H 2.277 1.902 4.435
H 4.471 -2.277 -1.204
H 4.103 -3.102 1.167
H 2.831 -0.693 2.528
H 4.299 -0.626 1.558
H 4.270 -1.589 3.041
H 1.405 -2.864 2.595
H 2.871 -3.615 3.200
H 2.060 -4.328 1.819
H 3.724 -1.731 -3.791
H 1.163 -0.096 -4.151
H 1.304 -1.836 -4.446
H 2.226 -0.685 -5.424
H 3.154 1.187 -3.053
H 4.168 0.617 -4.387
H 4.646 0.313 -2.714
I -0.531 9.672 -0.977
C -0.043 7.658 -1.212
C -1.043 6.699 -1.136
C -0.714 5.362 -1.290
C 0.605 4.983 -1.516
C 1.596 5.955 -1.593
C 1.277 7.295 -1.442
C 0.996 3.545 -1.654
O 2.156 3.210 -1.821
O 0.000 2.699 -1.560
H -2.068 6.993 -0.959
H -1.482 4.603 -1.232
H 2.617 5.645 -1.769
H 2.049 8.049 -1.502
```

relative energy (zero: lowest compared OMol25 entry of this formula, charge and spin)	0.00	kJ/mol
E_tot	-2262.7372	a.u.
HOMO	-10.27	eV
Kohn-Sham gap	7.03	eV
total charge	+1

Here are the Mulliken charges for atoms 1 to 4, given in e: 0.292 -1.336 0.482 -1.601

# 2
Here is a structure of composition C34H50BrCsN8O3S from the OMol25 dataset. Energies are from the ωB97M-V functional and the def2-TZVPD basis.

```
98
C34H50BrCsN8O3S (the ωB97M-V functional and the def2-TZVPD basis)
Cs -0.782 -0.127 -0.754
C -1.776 0.368 6.238
N -2.679 0.071 5.164
C -3.852 -0.637 5.256
C -4.391 -0.701 4.023
N -3.558 -0.016 3.161
C -2.479 0.454 3.867
S -1.142 1.235 3.314
C -3.849 0.214 1.806
C -4.206 -0.852 0.983
C -4.522 -0.568 -0.335
C -4.480 0.750 -0.768
C -4.124 1.731 0.146
N -3.818 1.472 1.404
H -2.334 0.475 7.168
H -1.256 1.299 6.005
H -1.031 -0.426 6.346
H -4.208 -1.033 6.186
H -5.310 -1.136 3.687
H -4.237 -1.858 1.373
H -4.812 -1.365 -1.009
H -4.729 1.008 -1.786
H -4.098 2.774 -0.127
C -0.224 7.551 -4.447
C -0.049 6.301 -5.312
C -1.096 6.345 -6.436
C 1.363 6.339 -5.914
C -0.248 5.015 -4.525
C -0.638 4.975 -3.198
C -0.835 3.755 -2.592
Br -1.375 3.734 -0.745
C -0.681 2.492 -3.202
O -0.883 1.415 -2.534
C -0.290 2.560 -4.578
C -0.082 3.787 -5.167
C -0.091 1.269 -5.364
C 0.206 1.494 -6.852
C 1.095 0.512 -4.759
C -1.364 0.419 -5.277
H -0.077 8.441 -5.058
H 0.505 7.567 -3.640
H -1.224 7.596 -4.021
H -0.999 7.260 -7.020
H -2.098 6.310 -6.008
H -0.982 5.496 -7.105
H 1.512 7.260 -6.475
H 1.528 5.502 -6.587
H 2.105 6.289 -5.120
H -0.795 5.868 -2.615
H 0.227 3.809 -6.199
H 1.150 2.017 -6.992
H -0.592 2.056 -7.334
H 0.285 0.526 -7.346
H 2.013 1.079 -4.910
H 1.212 -0.463 -5.229
H 0.950 0.374 -3.693
H -2.182 0.921 -5.790
H -1.643 0.277 -4.238
H -1.207 -0.554 -5.740
N 3.868 -0.467 2.154
C 3.432 0.200 0.912
C 4.386 -0.121 -0.227
C 3.756 0.361 -1.551
N 2.573 -0.381 -1.917
C 3.443 1.860 -1.458
C 2.658 2.270 -0.204
N 1.306 1.750 -0.253
C 3.312 1.709 1.067
H 3.897 -1.656 1.957
H 3.180 -0.303 2.886
H 4.780 -0.134 2.457
H 2.446 -0.216 0.686
H 4.560 -1.198 -0.280
H 5.348 0.376 -0.075
H 4.491 0.206 -2.355
H 1.792 -0.109 -1.328
H 2.724 -1.378 -1.801
H 2.868 2.150 -2.339
H 4.386 2.411 -1.474
H 2.682 3.377 -0.148
H 0.762 2.134 0.518
H 0.841 2.032 -1.112
H 2.676 1.955 1.921
H 4.296 2.163 1.218
C 3.646 -5.660 1.666
N 2.569 -4.743 1.373
C 1.332 -5.212 1.053
C 0.317 -4.378 0.780
C 0.547 -2.942 0.816
O -0.338 -2.125 0.539
N 1.794 -2.532 1.170
C 2.753 -3.375 1.452
O 3.907 -2.967 1.801
H 3.622 -6.492 0.962
H 3.560 -6.048 2.684
H 4.589 -5.124 1.575
H 1.230 -6.289 1.039
H -0.663 -4.747 0.533
```

relative energy (zero: lowest compared OMol25 entry of this formula, charge and spin)	0.00	kJ/mol
E_tot	-4981.7652	a.u.
HOMO	-6.32	eV
Kohn-Sham gap	6.37	eV
total charge	0

Here are the Mulliken charges for atoms 1 to 4, given in e: 1.545 -0.896 0.269 -0.581

# 3
Here is a structure of composition C34H50N10PdSSbSi3 from the OMol25 dataset. Energies are from the ωB97M-V functional and the def2-TZVPD basis.

```
100
C34H50N10PdSSbSi3 (the ωB97M-V functional and the def2-TZVPD basis)
Pd 0.678 0.336 0.557
C -0.964 -4.008 -0.234
Sb -0.038 -2.065 -0.316
C -1.178 -1.049 1.204
C -0.697 -1.642 2.456
C -1.093 -1.222 3.738
C -0.590 -1.862 4.855
C 0.307 -2.911 4.702
C 0.671 -3.259 3.411
N 0.200 -2.645 2.334
Si -2.943 -0.426 1.169
C -3.389 0.461 -0.415
C -3.433 0.750 2.560
C -4.055 -1.907 1.465
C -0.515 -1.281 -2.358
C -0.696 0.214 -2.350
C -1.231 0.862 -3.472
C -1.302 2.236 -3.548
C -0.798 2.990 -2.502
C -0.269 2.310 -1.430
N -0.237 0.972 -1.327
Si 1.211 -1.459 -3.230
C 1.072 -1.263 -5.085
C 2.349 -0.102 -2.630
C 2.062 -3.100 -2.919
Si -1.829 -2.343 -3.263
C -3.408 -2.492 -2.266
C -1.104 -4.043 -3.588
C -2.422 -1.781 -4.960
H -1.322 -4.081 0.790
H -0.224 -4.782 -0.427
H -1.788 -4.092 -0.934
H -1.778 -0.397 3.854
H -0.896 -1.539 5.842
H 0.719 -3.436 5.552
H 1.385 -4.057 3.233
H -2.952 1.462 -0.463
H -4.476 0.584 -0.437
H -3.100 -0.067 -1.319
H -2.666 1.453 2.878
H -3.772 0.197 3.438
H -4.287 1.336 2.207
H -3.959 -2.712 0.739
H -5.103 -1.593 1.485
H -3.821 -2.323 2.450
H -1.582 0.269 -4.299
H -1.730 2.708 -4.424
H -0.791 4.070 -2.514
H 0.186 2.855 -0.614
H 0.568 -0.339 -5.375
H 0.563 -2.100 -5.563
H 2.085 -1.223 -5.494
H 2.009 0.887 -2.948
H 3.337 -0.271 -3.069
H 2.467 -0.068 -1.544
H 1.581 -3.934 -3.427
H 2.172 -3.357 -1.863
H 3.072 -3.007 -3.329
H -3.240 -2.472 -1.193
H -3.921 -3.427 -2.508
H -4.090 -1.675 -2.508
H -0.500 -4.462 -2.785
H -0.489 -4.022 -4.491
H -1.927 -4.738 -3.778
H -3.154 -0.974 -4.903
H -2.940 -2.644 -5.392
H -1.638 -1.496 -5.661
N -1.128 3.321 1.566
C -0.437 2.865 2.629
N -0.533 3.554 3.762
C 0.203 3.077 4.766
N 0.135 3.712 5.944
N 1.030 2.015 4.691
C 1.047 1.424 3.514
N 0.321 1.767 2.454
C 2.015 0.296 3.342
C 2.820 -0.112 4.393
C 3.756 -1.107 4.167
C 3.860 -1.656 2.901
C 3.003 -1.207 1.911
N 2.098 -0.255 2.128
H -1.819 4.031 1.739
H -1.263 2.700 0.785
H -0.495 4.486 6.054
H 0.652 3.355 6.726
H 2.706 0.362 5.356
H 4.401 -1.444 4.967
H 4.583 -2.428 2.675
H 3.024 -1.622 0.912
S 2.922 2.434 0.409
C 3.143 3.857 -0.425
N 4.308 4.568 -0.231
C 4.607 5.720 -0.863
C 3.718 6.240 -1.745
C 2.527 5.503 -1.915
N 2.239 4.385 -1.302
H 4.959 4.158 0.424
H 5.561 6.168 -0.622
H 3.910 7.157 -2.276
H 1.772 5.872 -2.604
```

relative energy (zero: lowest compared OMol25 entry of this formula, charge and spin)	0.00	kJ/mol
⟨S²⟩	2.027
E_tot	-3507.9216	a.u.
2S+1	3
HOMO (spin up / spin down)	-8.94 / -9.81	eV
Kohn-Sham gap (spin up / spin down)	6.53 / 6.57	eV
total charge	+1

Here are the Mulliken charges for atoms 1 to 4, given in e: 0.118 -1.385 -0.340 0.167

# 4
Here is a cluster of 3 separate species, C34H50N3O8 in total from the OMol25 dataset. Energies are from the ωB97M-V functional and the def2-TZVPD basis.

```
95
C34H50N3O8 (the ωB97M-V functional and the def2-TZVPD basis)
C -5.523 3.810 4.490
C -6.698 3.352 3.395
C -6.123 2.365 2.216
C -5.446 0.965 2.780
C -4.005 0.782 2.008
C -3.386 -0.746 2.083
C -2.103 -0.905 1.039
N -1.093 0.225 1.155
C -1.071 1.583 0.451
O -2.029 2.121 -0.529
N -2.334 1.212 -1.472
O -1.448 1.287 -2.319
C 0.229 2.505 0.903
N 0.917 1.622 1.926
C 2.156 2.119 2.640
O 2.036 2.060 4.108
C 1.519 3.317 4.675
C -0.126 3.500 4.490
C 0.153 0.296 2.050
C 0.690 -0.872 3.065
C 1.911 -1.797 2.492
C 2.423 -1.433 0.978
C 3.965 -2.073 0.859
C 4.213 -2.924 -0.518
C 3.887 -2.059 -1.877
C 5.081 -1.033 -2.339
C 4.911 -0.491 -3.911
O 6.190 -0.639 -4.655
C 6.386 0.498 -5.571
H -4.585 3.093 4.467
H -5.110 4.890 4.207
H -6.012 3.854 5.564
H -7.646 2.897 3.915
H -7.052 4.371 2.887
H -6.992 2.178 1.434
H -5.258 2.943 1.659
H -6.203 0.086 2.600
H -5.229 1.070 3.936
H -4.189 1.040 0.866
H -3.169 1.512 2.379
H -4.208 -1.572 1.890
H -2.947 -0.917 3.177
H -1.524 -1.890 1.383
H -2.472 -1.065 -0.084
H 0.545 3.591 0.538
H 3.145 1.512 2.360
H 2.386 3.249 2.358
H 1.685 3.245 5.853
H 2.082 4.280 4.317
H -0.692 2.517 4.860
H -0.441 3.747 3.390
H -0.547 4.388 5.166
H 1.006 -0.394 4.105
H -0.246 -1.564 3.317
H 1.502 -2.917 2.443
H 2.777 -1.828 3.303
H 2.549 -0.290 0.754
H 1.769 -2.019 0.204
H 4.254 -2.677 1.847
H 4.722 -1.155 0.834
H 5.347 -3.285 -0.524
H 3.545 -3.897 -0.444
H 2.851 -1.514 -1.784
H 3.760 -2.844 -2.764
H 6.128 -1.578 -2.267
H 5.069 -0.063 -1.676
H 4.483 0.617 -3.944
H 4.118 -1.183 -4.464
H 5.391 1.037 -5.898
H 6.949 0.182 -6.554
H 7.087 1.269 -4.995
C 4.924 -5.592 -4.346
C 6.027 -5.988 -4.990
C 6.974 -6.939 -4.376
O 7.984 -7.300 -4.964
C 6.655 -7.438 -3.023
C 5.553 -7.043 -2.379
C 4.606 -6.091 -2.993
O 3.596 -5.730 -2.405
H 4.220 -4.895 -4.781
H 6.274 -5.632 -5.983
H 7.359 -8.136 -2.587
H 5.305 -7.399 -1.386
C -5.746 3.550 -2.200
C -5.725 2.817 -3.317
C -6.927 2.097 -3.784
O -6.908 1.424 -4.805
C -8.152 2.220 -2.969
C -8.173 2.953 -1.852
C -6.971 3.673 -1.385
O -6.990 4.346 -0.364
H -4.874 4.083 -1.843
H -4.834 2.717 -3.926
H -9.024 1.687 -3.326
H -9.064 3.053 -1.243
```

E_tot	-2090.7843	a.u.
HOMO	-11.29	eV
Kohn-Sham gap	7.18	eV
total charge	+1

Here are the Mulliken charges for atoms 1 to 4, given in e: -0.728 -0.623 -0.263 -0.525